# 1
118
Properties=species:S:1:pos:R:3:forces:R:3 method="wB97M-V/def2-TZVPD" homo_ha=-0.14733 fmax_ev_per_a=0.341 e_tot_ev=-172766.70611 charge=-1 orbital_gap_ev=6.27
Au -1.0851 -0.2725 0.5230 -0.1 -0.1 -0.2
Te -3.0516 -1.8547 -0.0919 0.2 0.1 -0.1
Br 0.8502 0.4404 -3.1064 0.0 0.0 0.0
P 1.5920 0.9062 1.6532 0.3 0.1 0.0
Si -4.9308 -0.1627 3.0502 0.0 0.2 0.1
Si -4.4214 -2.1510 1.9433 -0.1 -0.1 0.2
Si 2.4593 1.3540 -4.3856 -0.1 -0.1 0.0
Si -3.4529 -3.6915 3.4128 0.2 -0.1 0.1
Si -6.3867 -3.1250 1.1192 -0.2 0.0 -0.1
N 0.4865 1.0350 0.5918 -0.1 -0.1 0.3
C 4.1990 -2.8945 1.2611 0.0 0.0 0.0
C 2.7213 0.1020 -5.8339 0.0 0.0 0.0
C 1.5401 0.1620 -6.8128 0.0 0.0 0.0
C 4.6377 0.1627 -2.9803 0.0 0.0 0.0
C 3.9929 1.5309 -3.2380 0.0 0.0 0.0
C 3.6000 2.0957 -1.8642 0.1 0.0 -0.1
C 3.4863 -2.3769 0.1883 0.0 0.0 0.0
C -5.8329 1.0252 1.9033 0.0 -0.1 -0.1
C 2.6837 -0.5738 1.5794 -0.1 -0.1 0.0
C 5.0597 2.4495 -3.8554 0.0 0.0 0.0
C -4.6919 -4.4696 4.6106 -0.1 0.1 -0.1
C 0.6613 2.3088 5.3978 0.0 0.0 0.0
C -3.3973 0.7035 3.6929 0.1 0.0 -0.1
C 4.1616 -2.2517 2.4895 0.0 0.0 0.0
C 2.5482 3.6073 -6.1651 0.0 0.0 0.0
C 0.2231 1.1710 6.0580 0.0 0.0 0.0
C -7.1746 -2.0049 -0.1742 0.1 0.0 0.0
C 4.0138 0.3967 -6.6102 0.0 0.0 0.0
C 2.7689 2.3003 1.4614 0.0 0.0 0.0
C 4.4183 4.5176 1.0908 0.0 0.0 0.0
C 0.2528 -0.0561 5.4101 0.0 0.0 0.0
C 2.7275 -1.2279 0.3501 0.0 0.0 0.0
C 2.7840 -1.3511 -5.3354 0.0 0.0 0.0
C 2.2872 3.4385 0.8207 0.0 0.0 0.0
C -2.1141 -2.8693 4.4531 0.0 0.1 -0.1
C 4.0857 2.2802 1.9079 0.0 0.0 0.1
C -5.9881 -4.7808 0.3116 0.1 0.0 0.0
C 1.1913 0.9887 3.4445 -0.3 0.0 -0.1
C -6.0521 -0.5019 4.5361 0.0 -0.1 0.0
C 0.2745 2.9451 -5.3823 0.0 0.0 0.0
C 3.1045 4.5451 0.6426 0.0 0.0 0.0
C -7.7252 -3.4674 2.4116 0.1 0.1 0.1
C 0.7186 -0.1424 4.1087 0.1 0.0 0.0
C 3.4072 -1.0972 2.6478 0.1 0.1 0.0
C 1.7532 3.0491 -4.9747 0.0 0.0 0.0
C 1.8058 4.0785 -3.8355 0.0 0.0 0.0
C 4.9085 3.3823 1.7209 0.0 0.0 0.0
C -2.6424 -5.0856 2.4459 0.0 0.0 -0.1
C 1.1387 2.2172 4.0982 0.1 0.0 0.0
H -1.6457 -3.5790 5.1389 0.0 -0.1 0.0
H 4.0904 -0.2904 -7.4594 0.0 0.0 0.0
H 5.9351 3.3537 2.0649 0.0 0.0 0.0
H -8.0796 -2.5439 2.8721 0.0 0.0 0.0
H 4.9003 0.2500 -5.9933 0.0 0.0 0.0
H 3.9210 -0.5479 -2.5693 0.0 -0.1 0.0
H 5.3984 2.0991 -4.8318 0.0 0.0 0.0
H 0.6325 3.2703 5.8949 0.0 0.0 0.0
H 3.6129 3.7038 -5.9473 0.0 0.0 0.0
H -7.5953 -1.1148 0.2965 0.0 0.0 0.0
H 4.7120 -2.6561 3.3301 0.0 0.0 0.0
H -5.7281 -5.5243 1.0683 0.0 0.0 0.0
H 5.4376 0.2851 -2.2434 0.0 0.0 0.0
H 4.7052 3.4731 -3.9710 0.0 0.0 0.0
H 1.4914 1.1064 -7.3523 0.0 0.0 0.0
H 2.4423 2.9893 -7.0559 0.0 0.0 0.0
H 4.7714 -3.8066 1.1449 0.0 0.0 0.0
H 3.5080 -2.8797 -0.7705 0.0 0.0 0.0
H -0.1532 1.2421 7.0709 0.0 0.0 0.0
H -5.5329 -1.1071 5.2829 0.0 0.0 0.0
H 2.1703 4.6045 -6.4133 0.0 0.0 0.0
H 5.0815 -0.2660 -3.8782 0.0 0.0 0.0
H 3.6278 -1.5408 -4.6788 0.0 0.0 0.0
H 1.8755 -1.6318 -4.8045 0.0 0.0 0.0
H 5.9314 2.4794 -3.1940 0.0 0.0 0.0
H -0.1028 -0.9461 5.9135 0.0 0.0 0.0
H 2.8232 4.3335 -3.5449 0.0 0.0 0.0
H -6.4303 -1.6705 -0.8984 0.0 0.0 0.0
H -6.0063 1.9858 2.3937 0.0 0.0 0.0
H 4.4859 2.1143 -1.2207 0.0 0.0 0.0
H 4.0447 1.4123 -7.0049 0.0 0.0 0.0
H 1.3203 5.0002 -4.1727 0.0 0.0 0.0
H 0.7195 -1.0992 3.5989 0.0 0.0 0.0
H 1.6545 -0.6336 -7.5562 0.0 0.0 0.0
H 0.1128 2.2947 -6.2378 0.0 0.0 0.0
H -6.9507 -1.0473 4.2435 0.0 0.0 0.0
H -1.3422 -2.4508 3.8038 0.0 0.0 0.0
H -5.4257 -5.0739 4.0748 0.0 0.0 0.0
H 2.8847 -2.0119 -6.2029 0.0 0.0 0.0
H 5.0622 5.3767 0.9439 0.0 0.0 0.0
H -7.3595 -4.1107 3.2125 0.0 0.0 0.0
H 2.7170 5.4293 0.1512 0.0 0.0 0.0
H -6.7983 0.6210 1.5944 0.0 0.0 0.0
H 1.4799 3.1089 3.5866 0.0 0.0 0.0
H -1.9235 -4.6759 1.7346 0.0 0.0 0.0
H 0.5891 0.0046 -6.3023 0.0 0.0 0.0
H 4.4746 1.3998 2.4052 0.0 0.0 0.0
H -6.3627 0.4299 5.0150 0.0 0.0 0.0
H -2.9353 0.1342 4.4987 0.1 0.0 0.1
H 1.2725 3.7261 -2.9512 0.0 0.0 0.0
H 3.3835 -0.6027 3.6114 0.0 0.0 0.0
H -0.3413 2.5806 -4.5618 0.0 0.0 0.0
H -0.0830 3.9442 -5.6526 0.0 0.0 0.0
H -5.2412 -3.7072 5.1673 0.0 0.0 0.0
H -4.1847 -5.1163 5.3310 0.0 0.0 0.0
H -7.9776 -2.5155 -0.7112 0.0 0.0 0.0
H -3.6412 1.6967 4.0778 0.0 0.0 0.0
H -2.5258 -2.0480 5.0419 0.0 0.0 0.1
H 1.2666 3.4166 0.4571 0.0 0.0 0.0
H -5.1375 -4.6899 -0.3660 0.0 0.0 0.0
H -8.5834 -3.9598 1.9477 0.0 0.0 0.0
H 2.8449 1.4911 -1.3678 -0.1 -0.1 0.0
H -2.6464 0.8165 2.9070 0.0 0.0 0.0
H -5.2453 1.1991 1.0003 0.0 0.0 0.0
H -3.3796 -5.6476 1.8697 0.0 0.0 0.0
H 3.2187 3.1110 -1.9143 0.0 0.0 0.0
H -2.1224 -5.7809 3.1097 0.0 0.0 0.0
H 2.1283 -0.8348 -0.4627 0.0 0.0 -0.1
H -6.8426 -5.1585 -0.2550 0.0 0.0 0.0


# 2
130
Properties=species:S:1:pos:R:3:forces:R:3 method="wB97M-V/def2-TZVPD" de_lowest_ev=0.000 homo_ha=-0.18359 fmax_ev_per_a=1.101 e_tot_ev=-112134.40056 charge=-1 orbital_gap_ev=6.77
I -2.5387 -3.6377 -4.7668 0.0 0.0 0.0
I 0.7822 -2.5198 5.7129 -0.2 0.1 0.1
S 7.9909 -4.7091 2.1502 -0.3 0.2 -0.7
S 3.2428 -1.6154 0.6775 0.1 0.0 0.1
O 7.9525 -3.3228 1.8270 0.1 0.4 0.1
O 8.8255 -4.8196 3.5135 -0.1 -0.1 0.1
O -6.2086 -1.4668 -3.0558 0.2 0.1 -0.1
O 8.5434 -5.6009 1.1870 0.2 -0.5 0.0
O 1.2178 -7.8833 1.0763 0.0 -0.2 0.1
O 6.3956 0.5360 -3.8001 -0.1 -0.1 0.0
O -1.5339 8.0063 8.0170 0.2 -0.2 0.0
O -1.4476 1.3543 3.7053 -0.1 -0.1 0.0
O -4.6238 3.7292 -1.1581 -0.1 0.0 0.1
O -1.6085 2.6630 -1.6310 -0.6 -0.2 0.1
O 1.5297 2.5462 -1.8121 -0.1 -0.2 -0.1
O 1.0577 -7.7046 -1.1736 0.0 0.2 0.0
N -1.2107 1.5273 -3.7378 0.3 0.4 0.0
N 0.3273 -2.5229 0.1945 0.4 0.4 0.7
N -0.4713 -5.1359 -0.1813 -0.1 0.5 -0.2
N 4.2649 1.4421 -1.7566 -0.5 0.1 0.3
N 1.5514 4.3354 -0.1610 -0.2 -0.2 0.0
C -3.4008 6.5908 8.6145 0.1 0.0 0.1
C 1.9817 -0.7130 -0.1539 0.4 -0.5 0.2
C 3.1507 -5.6040 0.3183 -0.3 -0.2 0.0
C -2.0805 2.4749 4.3267 0.3 0.2 -0.1
C 7.3589 0.9491 -5.9802 0.0 -0.2 0.0
C 3.5801 -4.3080 0.4838 1.0 0.0 -0.3
C 0.4897 -2.4841 2.7084 -0.5 0.8 0.4
C -0.4172 -2.4509 1.4734 0.6 -0.5 -0.2
C 5.0377 -4.0614 0.7651 -0.5 0.2 0.8
C -5.1051 4.6079 -3.3576 -0.1 0.1 0.1
C -1.6748 -3.0044 -2.9125 0.3 0.4 -0.4
C 6.0370 2.7184 -4.7727 -0.2 0.0 0.1
C 1.3245 -7.3060 -0.0210 -0.1 -0.4 0.0
C -1.8671 -1.5186 -2.7086 -0.8 -0.1 -0.1
C 0.9124 -4.8434 0.0518 -0.7 -0.3 -0.2
C -1.0638 3.2767 5.1239 0.1 -0.1 0.2
C 3.6304 1.1888 -0.4463 0.2 0.1 -0.5
C -6.8304 -3.2290 -4.5914 0.1 -0.1 0.1
C 6.3401 -5.2505 2.6203 0.3 0.3 0.5
C 1.5101 3.4580 -0.9099 0.3 0.6 0.2
C 2.2833 0.5500 -0.6362 0.7 0.6 0.0
C -6.4237 -1.7728 -4.4350 -0.4 -0.1 0.1
C -7.4710 -0.8350 -5.0184 0.1 0.1 0.0
C 2.6695 -3.2743 0.4364 -0.2 0.5 -0.1
C 1.8208 -5.8828 0.1091 0.1 -0.2 -0.2
C -5.4689 3.5795 -2.2964 0.3 -0.1 -0.2
C -0.2457 -0.5386 -1.0203 -0.2 -0.5 0.3
C -2.7634 3.3380 3.2853 -0.1 -0.1 -0.2
C -1.6118 -1.1228 -1.2494 0.1 0.1 -0.1
C -5.3708 2.1614 -2.8397 -0.1 0.0 0.1
C -0.3000 -2.0308 3.9350 0.4 -0.4 -0.6
C 5.3012 -4.2070 2.2826 -0.3 -0.2 -0.2
C 0.7201 -1.2613 -0.3118 -0.7 0.0 -0.3
C -2.2348 6.8144 7.6630 -0.4 0.2 -0.1
C -2.7036 6.8876 6.2181 0.2 0.0 -0.1
C 0.0451 0.7190 -1.5100 -0.8 0.5 -0.5
C 6.2022 1.2288 -5.0327 0.3 0.3 0.0
C 1.2919 1.2334 -1.2956 0.0 -0.3 0.1
C 1.3251 -3.5343 0.2203 -0.3 -0.1 -0.2
B -0.9694 1.6459 -2.2965 -0.1 -0.2 -0.3
H 5.5454 -3.2515 2.7238 0.2 0.2 0.1
H 4.3881 -4.5351 2.7663 -0.3 -0.1 0.1
H 8.3138 -5.3357 4.1465 0.2 -0.1 0.1
H -5.7606 4.5314 -4.2269 0.0 0.0 0.0
H -3.3899 7.7277 6.0795 -0.1 0.0 0.1
H 6.3664 -5.4041 3.6953 -0.1 -0.1 0.2
H -2.9021 -1.2871 -2.9489 -0.3 0.1 0.0
H -6.4845 3.7652 -1.9426 0.0 0.0 0.1
H -2.0253 3.7309 2.5813 0.0 0.1 0.0
H -7.7661 -3.4267 -4.0596 -0.1 0.1 -0.1
H -1.2703 -0.9527 -3.4117 0.3 0.1 -0.1
H 5.2997 -3.0488 0.4956 0.3 0.1 -0.4
H 5.8540 3.2650 -5.6993 0.0 0.0 0.0
H 3.4807 2.1279 0.0769 0.1 0.3 0.2
H -2.3727 -0.4160 -0.9232 -0.1 0.2 0.0
H 8.2984 1.3041 -5.5473 0.0 0.1 0.0
H -1.7519 2.4223 -0.7106 0.4 0.4 0.4
H -3.7208 3.5650 -1.4570 0.1 0.0 0.0
H 7.2129 1.4447 -6.9409 0.0 0.0 0.0
H 6.1242 -6.1983 2.1469 0.2 -0.2 -0.2
H -4.3451 1.9502 -3.1556 0.0 0.1 -0.1
H 3.8399 -6.4287 0.3818 0.3 -0.1 0.0
H -2.1473 8.7426 7.9285 0.0 0.0 0.0
H -2.8280 2.0556 5.0013 0.0 -0.1 0.0
H 3.9038 0.7598 -2.4084 0.2 -0.1 -0.2
H -7.6302 -1.0291 -6.0801 0.0 0.0 0.0
H -2.1608 1.2259 -3.9291 0.0 -0.3 0.0
H -1.5357 4.1190 5.6321 0.0 0.0 0.0
H -3.2794 4.1827 3.7394 0.0 0.1 0.0
H -3.0483 6.5404 9.6447 0.0 0.0 0.0
H -2.1280 -3.5822 -2.1266 -0.1 -0.3 0.1
H 5.2800 0.8285 -5.4556 0.0 -0.1 0.1
H -1.7365 -2.0058 -0.6432 -0.1 -0.2 0.2
H 5.2055 2.8951 -4.0899 0.0 0.0 0.0
H -6.0689 -3.8832 -4.1678 0.1 0.0 0.0
H 1.2899 -1.7640 2.5758 0.4 -0.2 -0.1
H -0.6257 -3.2408 -3.0031 0.2 -0.3 0.1
H -0.7756 1.6876 3.0990 0.0 0.0 0.0
H -1.8584 7.0464 5.5484 0.0 0.0 0.0
H -7.0398 -1.6084 -2.5916 0.0 0.0 0.0
H -1.2590 -2.5272 3.9496 -0.3 -0.1 0.4
H -0.4223 -0.9602 3.9151 -0.2 0.3 0.3
H -1.1743 2.4683 -4.1253 0.0 0.0 -0.1
H 5.6420 -4.7624 0.2062 0.2 -0.1 -0.2
H 4.2649 0.5631 0.1671 0.0 -0.1 0.3
H 7.4613 -0.1223 -6.1525 0.0 0.0 0.0
H -8.4250 -0.9579 -4.4973 0.0 -0.1 0.0
H -0.2798 3.6667 4.4687 -0.1 0.1 -0.1
H -1.0655 -3.3194 1.5074 -0.4 -0.1 0.0
H -0.5776 2.6479 5.8705 0.0 0.0 0.0
H -4.1091 7.4215 8.5488 0.0 0.0 -0.1
H 6.9391 3.1238 -4.3048 0.0 0.0 -0.1
H -5.1791 5.6175 -2.9528 0.0 0.0 0.0
H -3.2157 5.9713 5.9203 0.0 0.0 0.0
H 7.2067 0.8664 -3.3997 0.1 0.0 0.0
H -1.0192 -1.5502 1.4744 -0.2 0.2 0.0
H -0.5392 -5.9241 -0.8149 0.1 -0.2 0.1
H -4.0732 4.4609 -3.6876 0.0 -0.1 0.0
H -1.5153 6.0021 7.7726 0.1 0.1 0.0
H -6.9690 -3.4909 -5.6415 0.0 0.0 0.0
H -3.4886 2.7574 2.7164 0.0 0.0 0.0
H -0.9212 -5.3984 0.6851 -0.1 -0.2 0.1
H -5.6325 1.4313 -2.0744 0.0 0.0 0.0
H -5.4672 -1.6079 -4.9322 0.1 0.0 0.1
H -7.1638 0.2039 -4.8972 0.0 0.0 0.0
H 5.2603 1.2999 -1.7062 0.1 -0.1 -0.1
H -3.9317 5.6666 8.3823 0.0 0.0 0.0
H -6.0324 2.0158 -3.6948 0.0 0.0 0.0
H 0.8878 -3.4739 2.8857 0.2 -0.2 -0.2